The following is a DFT calculation (ωB97M-V with the def2-TZVPD basis set) of a 2-piece molecular cluster, C5H9NO2 overall.

Positions of all 17 atoms, in Å:
C: -2.368 0.664 0.162
C: -1.582 -0.429 -0.029
C: -1.293 -1.692 0.740
O: -0.979 -0.492 -1.237
H: -2.387 1.397 -0.561
H: -2.907 0.797 1.161
H: -0.233 -1.942 0.641
H: -1.761 -2.546 0.250
H: -1.553 -1.492 1.763
H: -0.396 -1.251 -1.437
C: 1.895 1.844 -0.495
N: 2.605 0.853 0.240
C: 2.777 -0.321 0.279
O: 3.068 -1.389 0.506
H: 2.490 2.697 -0.697
H: 1.706 1.335 -1.392
H: 0.919 1.968 0.107

Cartesian forces, eV/Å:
C 0.38 -2.89 3.73
C -0.52 0.11 -0.48
C 0.03 0.98 -0.23
O 0.96 0.30 -2.04
H -0.19 1.47 -1.41
H 0.83 -0.18 -1.72
H 0.15 0.39 0.38
H -0.63 0.08 0.39
H -0.21 -0.72 0.58
H -0.71 0.47 0.82
C -2.05 -1.32 1.69
N 0.79 0.55 0.56
C -0.54 3.98 -0.07
O 0.95 -4.93 0.55
H 0.28 0.97 0.29
H -0.95 0.08 -1.68
H 1.41 0.66 -1.36

Summary:
SMILES: C=C(C)O.CN=C=O
HOMO: -8.78 eV
LUMO level: 0.492 eV
E_tot: -10914.2945 eV

The following is a DFT calculation (ωB97M-V with the def2-TZVPD basis set) of C50H52AlN5O7S as an isolated structure.

Positions of all 116 atoms, in Å:
Al: 0.019 0.499 0.114
O: -0.469 5.074 1.654
C: 0.092 3.254 -0.545
O: -0.595 2.184 -0.312
C: 1.445 3.370 0.024
C: 2.042 4.600 0.232
C: 3.408 4.701 0.449
C: 4.227 3.594 0.432
C: 3.659 2.346 0.245
C: 2.259 2.191 0.079
O: 1.709 1.016 -0.039
N: 4.577 1.210 0.262
O: 4.154 0.091 0.483
O: 5.758 1.448 0.063
N: 4.000 6.012 0.698
O: 5.209 6.080 0.829
O: 3.252 6.972 0.761
H: 1.431 5.492 0.247
H: 5.289 3.681 0.603
C: -2.435 -4.102 -0.833
C: -1.058 -3.841 -0.213
C: -0.563 -5.073 0.555
C: -0.057 -3.454 -1.277
C: 0.031 -4.266 -2.403
C: 0.919 -3.993 -3.427
C: 1.748 -2.895 -3.326
C: 1.720 -2.070 -2.207
C: 2.754 -0.962 -2.087
C: 4.131 -1.578 -1.807
C: 2.815 -0.069 -3.329
C: 0.801 -2.342 -1.178
N: 0.781 -1.448 -0.040
C: 1.560 -1.795 0.928
C: 1.714 -1.139 2.184
C: 2.797 -1.581 2.971
C: 3.056 -1.069 4.212
C: 2.203 -0.081 4.712
C: 1.119 0.346 3.985
C: 0.823 -0.156 2.692
N: -0.306 0.285 2.008
C: -1.358 0.680 2.927
C: -1.589 2.003 3.364
C: -2.635 2.263 4.248
C: -3.419 1.255 4.767
C: -3.139 -0.048 4.417
C: -2.128 -0.356 3.516
C: -1.870 -1.829 3.264
C: -3.151 -2.541 2.837
C: -1.283 -2.500 4.513
C: -0.704 3.184 3.049
C: -1.450 4.229 2.238
C: -0.128 3.820 4.319
H: -3.158 -4.347 -0.059
H: -2.407 -4.939 -1.534
H: -2.788 -3.217 -1.366
H: -1.157 -3.018 0.490
H: -0.447 -5.925 -0.118
H: -1.271 -5.348 1.339
H: 0.405 -4.878 1.024
H: -0.606 -5.138 -2.481
H: 0.976 -4.645 -4.290
H: 2.456 -2.686 -4.119
H: 2.499 -0.339 -1.233
H: 4.421 -2.266 -2.605
H: 4.128 -2.122 -0.862
H: 4.887 -0.793 -1.735
H: 3.112 -0.633 -4.216
H: 3.550 0.724 -3.178
H: 1.852 0.404 -3.532
H: 2.177 -2.686 0.793
H: 3.453 -2.338 2.555
H: 3.900 -1.415 4.794
H: 2.392 0.358 5.684
H: 0.474 1.107 4.397
H: -2.807 3.284 4.567
H: -4.209 1.483 5.472
H: -3.708 -0.851 4.873
H: -1.146 -1.923 2.461
H: -3.913 -2.496 3.618
H: -2.945 -3.592 2.637
H: -3.563 -2.084 1.935
H: -1.998 -2.466 5.339
H: -0.371 -1.997 4.829
H: -1.044 -3.546 4.306
H: 0.143 2.843 2.454
H: -2.102 4.829 2.882
H: -2.061 3.738 1.475
H: -0.876 5.671 1.021
H: -0.909 4.244 4.951
H: 0.561 4.620 4.044
H: 0.423 3.081 4.904
N: -0.961 -0.042 -1.496
S: -2.186 0.586 -2.309
C: -2.713 -0.795 -3.337
C: -2.082 -1.136 -4.523
C: -2.486 -2.281 -5.191
C: -3.493 -3.081 -4.670
C: -4.111 -2.739 -3.476
C: -3.723 -1.588 -2.808
C: -1.622 1.694 -3.614
C: -0.352 2.232 -3.593
C: 0.016 3.129 -4.588
C: -0.879 3.468 -5.589
C: -2.160 2.926 -5.594
C: -2.540 2.043 -4.599
H: -0.368 -0.616 -2.091
H: -1.289 -0.521 -4.932
H: -2.013 -2.546 -6.128
H: -3.799 -3.976 -5.198
H: -4.889 -3.367 -3.061
H: -4.196 -1.297 -1.877
H: 0.339 1.984 -2.803
H: 1.005 3.568 -4.559
H: -0.582 4.157 -6.370
H: -2.866 3.193 -6.370
H: -3.537 1.617 -4.593

Cartesian forces, eV/Å:
Al -0.58 -0.24 0.29
O 0.04 0.11 0.15
C -1.45 0.80 -0.12
O 0.50 0.58 0.33
C 1.13 -1.16 0.04
C -0.20 0.17 -0.11
C -0.21 -0.14 0.10
C 0.05 -0.21 0.06
C -0.21 0.25 -0.05
C -0.22 0.28 0.31
O 0.43 0.09 -0.01
N 0.33 -0.18 0.10
O -0.14 0.25 0.22
O -0.09 0.03 -0.05
N 0.09 0.36 0.08
O -0.11 -0.10 -0.02
O 0.05 -0.17 -0.03
H 0.10 -0.06 -0.17
H 0.01 0.04 -0.08
C 0.10 0.16 0.11
C -0.06 -0.15 -0.04
C -0.02 0.13 0.07
C 0.03 0.29 0.11
C 0.06 -0.03 -0.09
C -0.02 -0.01 -0.04
C 0.03 -0.04 -0.05
C 0.14 0.25 0.08
C 0.06 -0.13 -0.10
C -0.06 0.01 -0.09
C -0.07 -0.06 0.12
C 0.09 -0.15 -0.46
N -0.11 -0.16 0.37
C -0.05 -0.24 -0.19
C -0.01 0.22 0.28
C 0.04 -0.02 -0.14
C 0.08 0.04 0.19
C -0.04 -0.07 -0.13
C -0.06 -0.03 -0.07
C -0.08 0.06 0.17
N 0.46 0.15 -0.06
C -0.42 -0.12 0.03
C 0.02 -0.14 -0.02
C -0.05 0.00 -0.03
C -0.09 0.11 0.07
C 0.00 -0.06 0.04
C 0.12 0.17 -0.21
C -0.06 -0.04 0.11
C 0.04 -0.02 -0.11
C 0.02 0.05 -0.13
C 0.18 -0.11 -0.06
C 0.07 0.13 -0.26
C 0.17 -0.04 -0.05
H -0.11 -0.04 0.16
H -0.05 0.05 0.03
H 0.13 -0.23 0.15
H 0.00 0.16 0.11
H 0.01 0.00 0.02
H 0.01 -0.01 -0.01
H -0.01 -0.03 -0.01
H 0.04 0.05 0.03
H -0.03 0.02 0.00
H 0.02 0.00 0.04
H 0.08 -0.14 -0.23
H 0.00 -0.02 -0.02
H 0.06 -0.02 -0.05
H -0.01 -0.11 0.00
H 0.01 0.06 -0.02
H 0.02 0.00 -0.01
H -0.01 -0.03 -0.04
H -0.03 -0.01 -0.01
H -0.03 0.00 -0.01
H 0.00 0.00 -0.04
H -0.01 0.00 -0.01
H 0.03 -0.11 0.03
H 0.01 -0.04 -0.02
H 0.00 -0.01 -0.03
H 0.02 0.03 -0.04
H 0.11 0.02 -0.15
H 0.02 -0.04 -0.06
H -0.02 -0.09 -0.06
H -0.05 -0.04 -0.03
H 0.03 -0.02 0.00
H 0.06 0.01 0.05
H -0.03 0.01 0.02
H -0.02 -0.04 -0.22
H -0.13 -0.14 0.07
H 0.03 0.04 -0.10
H -0.15 -0.06 -0.08
H 0.02 -0.02 -0.02
H -0.03 -0.01 0.02
H 0.00 0.11 0.06
N 0.37 -0.17 0.11
S 0.07 -0.02 -0.31
C -0.12 0.05 0.30
C 0.10 -0.04 -0.04
C 0.04 0.00 -0.04
C -0.05 -0.02 0.05
C -0.06 0.05 -0.16
C -0.08 0.27 -0.06
C -0.08 -0.05 0.09
C 0.00 -0.01 0.05
C 0.01 0.01 -0.03
C 0.05 -0.01 -0.01
C -0.04 -0.01 0.02
C -0.03 0.01 0.09
H -0.19 -0.19 -0.13
H -0.01 0.03 0.03
H 0.02 -0.01 0.04
H 0.01 0.02 0.01
H 0.00 0.02 -0.01
H -0.01 -0.06 -0.01
H 0.02 -0.06 0.08
H -0.01 -0.01 -0.04
H -0.02 0.01 0.04
H 0.03 0.00 0.01
H 0.01 0.03 -0.03

Summary:
HOMO: -6.76 eV
LUMO level: -0.103 eV
E_tot: -91906.8795 eV

The following is a DFT calculation (ωB97M-V with the def2-TZVPD basis set) of C27H47O5PdSi as an isolated structure.

Positions of all 81 atoms, in Å:
Pd: 0.222 0.320 0.061
C: -0.054 2.549 0.722
C: -1.121 2.217 -0.180
C: -1.950 1.239 0.459
H: -1.287 2.672 -1.152
C: -1.364 0.931 1.724
C: -0.185 1.730 1.886
H: 0.495 1.742 2.732
H: 0.710 3.296 0.551
H: -2.877 0.838 0.056
H: -1.769 0.228 2.448
C: 1.825 -1.245 0.011
C: 1.912 -0.639 1.314
C: 0.759 -1.034 2.051
H: 2.732 -0.021 1.657
C: -0.051 -1.854 1.220
C: 0.591 -1.982 -0.051
H: 0.241 -2.562 -0.904
H: 2.576 -1.178 -0.769
H: 0.561 -0.777 3.089
H: -0.972 -2.356 1.512
O: -0.306 0.708 -3.153
C: -3.486 -2.385 -0.751
C: -3.871 -1.734 -1.869
C: -3.866 -1.870 0.606
C: -2.695 -3.662 -0.846
C: -1.352 0.123 -2.941
H: -4.457 -0.814 -1.812
H: -3.665 -2.154 -2.855
H: -1.574 -0.890 -3.359
H: -2.182 0.567 -2.333
H: -4.587 -2.545 1.092
H: -4.349 -0.889 0.512
H: -3.009 -1.794 1.291
H: -3.366 -4.530 -0.941
H: -2.071 -3.842 0.040
H: -2.062 -3.662 -1.744
C: 2.092 4.975 -2.177
C: 2.760 3.857 -2.965
C: 1.688 3.093 -3.732
C: 3.768 4.412 -3.963
O: 3.512 3.020 -2.047
Si: 3.086 1.660 -1.220
O: 1.523 1.445 -1.198
O: 3.850 0.379 -1.937
C: 5.251 0.058 -2.105
C: 5.326 -1.008 -3.192
C: 6.060 1.271 -2.549
C: 5.815 -0.499 -0.805
O: 3.703 1.712 0.309
C: 4.234 2.734 1.183
C: 4.467 2.048 2.524
C: 5.532 3.266 0.591
C: 3.252 3.880 1.372
H: 1.575 5.657 -2.865
H: 2.837 5.551 -1.614
H: 1.348 4.565 -1.482
H: 1.160 3.788 -4.403
H: 2.137 2.305 -4.348
H: 0.952 2.629 -3.070
H: 4.547 4.990 -3.455
H: 4.242 3.594 -4.522
H: 3.263 5.068 -4.683
H: 4.918 -0.625 -4.135
H: 6.370 -1.301 -3.360
H: 4.759 -1.901 -2.906
H: 6.083 2.055 -1.781
H: 7.098 0.961 -2.735
H: 5.659 1.688 -3.480
H: 5.743 0.236 0.006
H: 5.269 -1.402 -0.506
H: 6.873 -0.761 -0.945
H: 5.134 1.184 2.410
H: 4.921 2.749 3.235
H: 3.515 1.697 2.945
H: 5.340 3.738 -0.381
H: 5.968 4.020 1.258
H: 6.261 2.455 0.464
H: 3.015 4.364 0.416
H: 2.327 3.530 1.844
H: 3.703 4.636 2.030

Cartesian forces, eV/Å:
Pd 0.23 0.30 0.03
C -0.55 -0.28 0.81
C -0.87 0.03 0.59
C 0.25 0.67 -0.40
H 0.09 -0.33 0.15
C -0.44 0.29 -0.07
C -0.21 1.30 -0.43
H -0.22 -0.07 -0.18
H -0.10 -0.37 -0.09
H 0.44 0.02 0.06
H 0.16 0.17 -0.21
C -0.23 -0.67 0.47
C -0.11 -0.89 0.01
C 0.97 -0.28 0.13
H -0.22 -0.06 -0.12
C 0.14 -0.55 -0.72
C 0.33 -0.17 0.20
H 0.08 0.28 0.35
H -0.25 0.12 0.07
H -0.03 -0.01 -0.29
H 0.25 0.32 -0.12
O 2.23 1.48 -0.79
C -0.32 0.77 -1.20
C 0.00 -0.76 1.00
C -0.19 -0.02 0.23
C -0.04 -0.36 -0.11
C -2.60 -1.60 0.74
H 0.23 -0.24 -0.11
H 0.10 0.35 0.22
H -0.04 0.23 0.08
H 0.11 -0.18 -0.20
H 0.12 0.06 -0.08
H 0.15 -0.21 0.13
H -0.16 0.09 -0.25
H 0.09 0.15 0.13
H -0.05 0.11 -0.22
H -0.09 0.06 0.30
C 0.01 0.24 0.11
C -0.07 -0.44 0.03
C -0.20 -0.14 -0.04
C 0.25 0.17 0.00
O -0.02 0.65 -0.20
Si -1.02 -0.17 -0.51
O 0.73 0.21 -0.22
O 0.95 -0.42 -0.14
C -0.69 0.24 0.01
C -0.06 -0.13 -0.16
C 0.27 0.21 -0.07
C 0.15 -0.06 0.27
O 0.80 0.78 0.94
C -0.33 -0.62 -0.66
C 0.14 -0.08 0.13
C 0.25 0.17 0.08
C -0.13 0.27 0.04
H 0.08 -0.11 0.15
H -0.09 -0.05 -0.03
H 0.18 0.01 -0.15
H 0.18 -0.12 0.11
H -0.10 0.03 0.14
H 0.17 -0.09 -0.15
H -0.03 -0.08 -0.04
H -0.11 0.14 0.17
H 0.07 -0.09 0.11
H 0.02 -0.05 0.20
H -0.13 0.03 0.02
H 0.03 0.18 -0.02
H -0.13 -0.18 -0.27
H -0.17 0.04 0.03
H 0.00 -0.02 0.26
H -0.06 -0.16 -0.19
H 0.06 0.15 -0.02
H -0.18 0.00 0.05
H -0.12 0.16 -0.02
H -0.06 -0.10 -0.06
H 0.19 0.08 -0.12
H 0.01 -0.17 0.18
H -0.01 -0.11 -0.08
H -0.14 0.15 0.01
H 0.02 -0.18 0.17
H 0.17 0.03 -0.11
H -0.11 -0.11 -0.11

Summary:
HOMO (spin up / spin down): 0.38 / -3.79 eV
2S+1: 5
Expectation value of S²: 6.019
LUMO level (spin up / spin down): 2.548 / 1.334 eV
E_tot: -50355.7889 eV
Charge: -1

The following is a DFT calculation (ωB97M-V with the def2-TZVPD basis set) of one molecule with the formula C6H11N.

Positions of all 18 atoms, in Å:
C: -0.892 -2.049 -2.090
C: -0.268 -0.877 -1.810
C: 0.790 -0.542 -0.850
C: 0.418 0.287 0.437
C: 1.581 1.004 1.072
C: -0.732 0.389 1.029
N: -1.045 1.567 1.827
H: -1.904 -2.150 -2.437
H: -0.406 -3.037 -1.985
H: -0.808 0.022 -2.149
H: 1.617 0.107 -1.423
H: 1.331 -1.506 -0.517
H: 2.543 0.635 0.635
H: 1.765 0.728 2.135
H: 1.509 2.098 1.042
H: -1.606 -0.370 1.106
H: -2.018 1.333 2.019
H: -0.090 1.908 2.054

Cartesian forces, eV/Å:
C 1.79 -0.01 0.55
C -3.04 -0.23 -0.09
C 3.48 -0.51 0.64
C 2.40 -1.48 -2.07
C 1.37 -0.22 0.02
C -3.85 0.38 1.34
N 1.41 -3.63 -2.34
H -0.10 0.54 -0.79
H -0.15 0.66 0.63
H 0.02 -0.30 0.24
H -1.63 -1.24 1.31
H -0.58 1.32 -0.56
H -0.76 0.77 -0.13
H -0.71 0.11 -0.34
H 0.40 -0.05 -0.32
H 1.47 1.30 -1.30
H 0.83 1.82 1.86
H -2.35 0.76 1.34

Summary:
SMILES: C=CC/C(C)=C/N
HOMO: -7.73 eV
LUMO level: 1.018 eV
E_tot: -7886.8101 eV